Entry from OMol25: a 11-piece molecular cluster, C11H44O11 overall (wB97M-V/def2-TZVPD).

## Properties
Calculated total energy in eV: -34636.1991
Lowest unoccupied orbital energy in hartree: 0.0008
Energy relative to the best compared isomer or geometry (same formula, charge and spin) in eV: 4.201
SMILES: CO.CO.CO.CO.CO.CO.CO.CO.CO.CO.CO
Highest occupied orbital energy in eV: -10.1
Orbital gap in hartree: 0.3705

XYZ file:
```
66
Properties=species:S:1:pos:R:3:lowdin_charge:R:1
C -4.53573 -8.84077 19.53025 -0.1711
O -4.25077 -9.91517 20.41003 -0.1208
H -5.03752 -8.00518 20.01823 0.0725
H -3.55963 -8.49383 19.19117 0.0773
H -5.13282 -9.14371 18.67013 0.0742
H -5.09725 -10.28875 20.66595 0.0648
C -7.08330 -13.71239 20.77170 -0.1881
O -7.51842 -12.55916 21.43618 -0.1121
H -6.69946 -14.44328 21.48342 0.0669
H -7.99420 -14.17215 20.38833 0.0783
H -6.24857 -13.77633 20.07367 0.0820
H -8.19690 -12.89784 22.02486 0.0736
C -6.21678 -14.97687 26.62553 -0.1849
O -7.49700 -14.59449 27.02145 -0.1215
H -5.74032 -15.36141 27.52731 0.0737
H -6.18994 -15.79795 25.90913 0.0783
H -5.53898 -14.16344 26.36661 0.0843
H -7.88063 -15.35128 27.47054 0.0752
C -9.24415 -7.46171 31.80852 -0.1341
O -8.87770 -8.08633 30.53516 -0.1368
H -10.29471 -7.65715 32.02346 0.0710
H -8.72621 -7.87332 32.67478 0.0670
H -9.04903 -6.38942 31.79294 0.0740
H -9.25990 -8.96634 30.50194 0.0579
C -10.67106 -2.78477 28.45104 -0.1849
O -9.56388 -1.96429 28.17914 -0.1118
H -10.41396 -3.81527 28.69616 0.0688
H -11.16178 -2.44625 29.36356 0.0738
H -11.36690 -2.83656 27.61366 0.0804
H -9.07461 -1.91725 29.00376 0.0738
C -3.94773 -8.94000 29.25595 -0.1995
O -2.78848 -9.59105 29.66092 -0.1029
H -3.85068 -8.37838 28.32683 0.0762
H -4.77939 -9.62042 29.07301 0.0750
H -4.31016 -8.26214 30.02876 0.0751
H -2.10610 -8.94413 29.46739 0.0760
C -11.63391 -12.91497 30.02533 -0.1691
O -10.45487 -12.19585 29.72420 -0.1202
H -12.53655 -12.31376 29.91622 0.0748
H -11.72858 -13.84960 29.47253 0.0769
H -11.63564 -13.12655 31.09460 0.0712
H -9.83958 -12.77185 29.26458 0.0671
C -9.33072 -3.71597 23.41577 -0.1784
O -10.24019 -4.79026 23.36185 -0.1147
H -8.75883 -3.66688 22.48914 0.0715
H -9.81861 -2.74379 23.48591 0.0729
H -8.67420 -3.75167 24.28514 0.0783
H -9.80642 -5.52713 23.79827 0.0686
C -11.99675 -12.80040 25.02331 -0.1891
O -10.81009 -13.17880 24.41102 -0.1099
H -12.86896 -12.78363 24.36981 0.0769
H -12.29112 -13.41792 25.87191 0.0752
H -11.90255 -11.75439 25.31500 0.0744
H -10.19940 -13.56659 25.04211 0.0719
C -7.39520 -8.85617 25.42492 -0.1674
O -8.11952 -7.84422 26.09232 -0.1220
H -6.31300 -8.72658 25.43620 0.0694
H -7.60515 -9.83336 25.85979 0.0770
H -7.68726 -8.79976 24.37629 0.0759
H -8.38494 -8.18110 26.95119 0.0670
C -13.61978 -7.16860 27.96329 -0.1662
O -14.30553 -6.46809 28.98703 -0.1256
H -13.54561 -8.21960 28.24260 0.0751
H -14.23177 -7.12082 27.06257 0.0748
H -12.61617 -6.80336 27.74538 0.0714
H -14.54667 -5.59060 28.68130 0.0707
```

Entry from OMol25: one molecule with the formula C5H7NO2 (wB97M-V/def2-TZVPD).

## Properties
Calculated total energy in eV: -10878.3312
Lowest unoccupied orbital energy in hartree: 0.0248
Energy relative to the best compared isomer or geometry (same formula, charge and spin) in eV: 5.286
SMILES: C#CCNCC(=O)O
Highest occupied orbital energy in eV: -9.7
Orbital gap in hartree: 0.3813

XYZ file:
```
15
Properties=species:S:1:pos:R:3:lowdin_charge:R:1
C -1.81958 1.85170 -0.00134 0.0611
C -1.82310 0.66162 -0.36530 -0.0862
C -1.87450 -0.87703 -0.07093 -0.2088
N -0.58204 -1.41479 0.32271 -0.0475
C 0.63911 -1.08701 -0.34856 -0.1723
C 1.50666 0.01272 -0.14029 -0.5439
O 2.08920 0.60412 -0.92627 0.1938
O 1.32561 0.40116 1.25682 0.0508
H -1.33616 2.90578 0.02467 0.0704
H -2.65732 -0.95542 0.55459 0.0669
H -2.05950 -1.50387 -0.98537 0.1261
H -0.43538 -0.79791 1.16382 0.1199
H 0.58995 -0.61157 -1.37652 0.1717
H 1.25600 -1.82825 0.03217 0.1284
H 1.62672 1.28060 1.24179 0.0694
```